Entry 1:
This record from the Open Molecules 2025 dataset describes a single C26H20FN3O4S molecule in a non-equilibrium geometry. The level of theory is the ωB97M-V functional and the def2-TZVPD basis.

XYZ file:
```
55
Properties=species:S:1:pos:R:3:lowdin_charge:R:1
O 4.47 2.53 -1.06 0.07
C 3.85 1.94 -0.20 -0.45
N 4.38 0.89 0.49 0.08
C 5.69 0.36 0.17 -0.09
C 5.60 -0.94 -0.56 -0.26
C 5.41 -1.21 -1.89 -0.02
C 5.35 -2.62 -2.00 -0.06
C 5.50 -3.10 -0.73 -0.13
O 5.65 -2.09 0.14 0.04
C 2.46 2.31 0.19 -0.14
C 1.65 2.89 -0.78 0.00
C 0.35 3.26 -0.48 -0.01
C -0.15 3.07 0.80 -0.19
C -1.58 3.43 1.11 -0.07
N -2.48 2.40 0.58 0.09
C -3.07 2.64 -0.67 -0.43
O -2.87 3.67 -1.27 0.07
C -3.89 1.54 -1.10 -0.37
S -4.76 1.47 -2.59 1.10
C -5.31 -0.10 -2.20 -0.38
C -4.87 -0.57 -1.00 -0.09
C -4.04 0.38 -0.36 -0.23
N -3.43 0.26 0.86 0.04
C -3.54 -0.97 1.63 -0.07
C -2.84 -2.11 0.95 -0.20
C -1.57 -1.93 0.40 -0.02
C -0.92 -2.97 -0.22 -0.06
C -1.51 -4.22 -0.32 -0.01
C -2.77 -4.39 0.24 -0.27
F -3.37 -5.60 0.16 0.06
C -3.44 -3.36 0.86 0.03
C -2.62 1.27 1.36 -0.42
O -2.07 1.16 2.44 0.09
C 0.66 2.50 1.77 -0.02
C 1.96 2.13 1.47 -0.02
H 3.79 0.34 1.09 0.14
H 6.25 0.21 1.10 0.13
H 6.18 1.11 -0.45 0.13
H 5.32 -0.49 -2.68 0.11
H 5.21 -3.20 -2.89 0.10
H 5.53 -4.10 -0.34 0.12
H 2.06 3.05 -1.77 0.12
H -0.28 3.71 -1.24 0.11
H -1.74 3.50 2.18 0.13
H -1.86 4.36 0.61 0.13
H -5.95 -0.62 -2.89 0.07
H -5.11 -1.53 -0.61 0.11
H -4.60 -1.20 1.78 0.14
H -3.08 -0.76 2.60 0.14
H -1.09 -0.96 0.48 0.12
H 0.06 -2.82 -0.64 0.11
H -1.02 -5.05 -0.80 0.12
H -4.42 -3.54 1.28 0.13
H 0.27 2.35 2.77 0.11
H 2.58 1.72 2.25 0.11
```

Orbital gap (eV): 8.8
SMILES: O=C(NCc1ccco1)c1ccc(Cn2c(=O)c3sccc3n(Cc3cccc(F)c3)c2=O)cc1
Energy above the lowest of the compared OMol25 structures with the same formula, charge and spin (kJ/mol): 5.6

Entry 2:
This record from the Open Molecules 2025 dataset describes a molecular structure, C26H20InN4O10 in a non-equilibrium geometry. The level of theory is the ωB97M-V functional and the def2-TZVPD basis.

XYZ file:
```
61
Properties=species:S:1:pos:R:3:lowdin_charge:R:1
In 0.18 0.47 0.07 0.96
N -0.32 -0.80 -1.91 0.01
C -1.55 -1.55 -2.04 -0.23
C -2.75 -0.62 -2.02 -0.09
C -3.06 -0.11 -0.58 -0.67
O -4.24 0.03 -0.27 0.02
O -2.08 0.10 0.19 -0.08
H -0.19 -0.19 -2.71 0.10
H 0.50 -1.40 -1.84 0.08
H -1.62 -2.23 -1.18 0.12
H -1.55 -2.15 -2.96 0.12
H -3.64 -1.13 -2.39 0.11
H -2.56 0.25 -2.66 0.11
O 2.39 1.70 -3.32 0.04
C 1.65 1.62 -2.35 -0.62
O 1.86 0.96 -1.30 -0.04
C 0.34 2.41 -2.40 -0.18
C 0.07 3.21 -3.53 0.01
C -1.14 3.84 -3.61 0.00
C -2.04 3.74 -2.54 -0.15
C -3.32 4.34 -2.55 -0.05
C -4.14 4.23 -1.46 -0.07
C -3.71 3.56 -0.31 -0.04
C -2.48 2.96 -0.26 0.01
C -1.64 2.99 -1.39 -0.18
N -0.47 2.32 -1.39 0.14
H 0.82 3.26 -4.31 0.12
H -1.42 4.43 -4.48 0.11
H -3.62 4.90 -3.43 0.11
H -5.13 4.68 -1.48 0.10
H -4.36 3.50 0.55 0.11
H -2.13 2.46 0.62 0.10
O -1.13 1.91 3.74 0.05
C -0.77 1.30 2.74 -0.60
O -0.32 1.82 1.68 -0.06
C -0.90 -0.23 2.78 -0.16
C -1.66 -0.84 3.77 0.02
C -1.79 -2.21 3.76 -0.05
C -1.14 -2.94 2.77 -0.04
C -0.42 -2.25 1.82 -0.10
N -0.32 -0.93 1.83 0.06
H -2.14 -0.22 4.51 0.12
H -2.37 -2.72 4.52 0.11
H -1.21 -4.01 2.74 0.10
H 0.08 -2.76 1.01 0.11
O 2.14 0.71 1.57 0.02
C 3.10 0.03 1.87 -0.18
C 3.46 -1.29 1.43 -0.10
C 4.56 -1.91 2.01 0.05
C 4.97 -3.18 1.63 -0.18
C 4.29 -3.84 0.58 0.00
C 3.22 -3.26 -0.01 0.01
C 2.70 -1.97 0.40 -0.35
O 1.66 -1.54 -0.14 -0.09
N 6.06 -3.80 2.27 -0.38
O 6.63 -3.21 3.18 0.04
O 6.38 -4.93 1.90 0.04
H 3.83 0.46 2.59 0.13
H 5.11 -1.39 2.79 0.12
H 4.66 -4.80 0.27 0.11
H 2.70 -3.75 -0.81 0.11
```

Orbital gap (eV): 8.0
Charge: -1
Energy above the lowest of the compared OMol25 structures with the same formula, charge and spin (kJ/mol): 46.0

Entry 3:
This record from the Open Molecules 2025 dataset describes a single C26H20N4O2S molecule in a non-equilibrium geometry. The level of theory is the ωB97M-V functional and the def2-TZVPD basis.

XYZ file:
```
53
Properties=species:S:1:pos:R:3:lowdin_charge:R:1
O -3.46 -3.78 0.92 0.11
C -2.86 -3.06 0.17 -0.44
C -3.56 -2.23 -0.89 -0.33
S -3.46 -0.49 -0.32 1.03
C -1.92 -0.07 -1.01 -0.62
N -1.48 -0.43 -2.19 0.03
N -0.24 0.04 -2.31 0.08
C 0.08 0.69 -1.21 -0.24
C 1.37 1.29 -0.98 -0.21
C 2.42 1.01 -1.86 0.00
C 3.65 1.58 -1.63 -0.05
C 3.80 2.43 -0.54 -0.07
C 2.70 2.65 0.27 -0.15
N 1.52 2.10 0.07 0.11
N -0.98 0.64 -0.34 0.04
C -1.13 1.25 0.96 -0.07
C -1.90 2.52 0.86 -0.26
C -1.52 3.77 0.49 -0.01
C -2.70 4.56 0.51 -0.06
C -3.70 3.73 0.90 -0.12
O -3.23 2.49 1.11 0.03
C -1.40 -2.78 0.28 -0.19
C -0.55 -2.77 -0.82 -0.03
C 0.76 -2.38 -0.67 -0.02
C 1.26 -1.98 0.57 -0.17
C 2.64 -1.47 0.69 -0.18
C 2.93 -0.44 1.58 -0.04
C 4.22 0.05 1.69 -0.09
C 5.24 -0.48 0.92 -0.09
C 4.96 -1.51 0.03 -0.08
C 3.67 -2.00 -0.08 -0.03
C 0.42 -2.05 1.68 -0.02
C -0.89 -2.46 1.54 -0.01
H -4.62 -2.49 -0.95 0.09
H -3.09 -2.27 -1.87 0.07
H 2.23 0.35 -2.70 0.11
H 4.48 1.38 -2.29 0.11
H 4.75 2.90 -0.33 0.11
H 2.77 3.30 1.14 0.11
H -1.67 0.54 1.60 0.12
H -0.13 1.45 1.34 0.11
H -0.53 4.08 0.23 0.10
H -2.78 5.60 0.28 0.10
H -4.75 3.89 1.06 0.12
H -0.91 -3.06 -1.79 0.12
H 1.40 -2.34 -1.54 0.11
H 2.14 0.00 2.17 0.11
H 4.43 0.86 2.38 0.11
H 6.24 -0.09 1.00 0.10
H 5.75 -1.93 -0.57 0.10
H 3.47 -2.82 -0.75 0.11
H 0.80 -1.79 2.65 0.11
H -1.55 -2.50 2.40 0.12
```

Orbital gap (eV): 8.4
SMILES: O=C(CSc1nnc(-c2ccccn2)n1Cc1ccco1)c1ccc(-c2ccccc2)cc1
Energy above the lowest of the compared OMol25 structures with the same formula, charge and spin (kJ/mol): 0.0

Entry 4:
This record from the Open Molecules 2025 dataset describes a molecular structure, C26H20N8OOsS2 in a non-equilibrium geometry. The level of theory is the ωB97M-V functional and the def2-TZVPD basis.

XYZ file:
```
58
Properties=species:S:1:pos:R:3:lowdin_charge:R:1
Os -2.22 1.46 1.15 0.83
S -4.01 0.81 2.41 0.63
C -3.87 1.75 3.87 -0.68
C -4.69 1.47 4.96 -0.10
C -4.49 2.14 6.16 -0.06
C -3.48 3.09 6.27 -0.06
C -2.72 3.44 5.16 -0.10
C -2.92 2.79 3.95 -0.68
S -2.09 3.31 2.50 0.58
H -5.47 0.73 4.86 0.11
H -5.11 1.92 7.01 0.11
H -3.29 3.58 7.21 0.11
H -1.97 4.21 5.22 0.11
C 0.42 2.97 -3.71 -0.04
N -0.47 2.70 -2.61 -0.12
C -0.20 2.39 -1.34 -0.10
N -1.34 2.11 -0.71 -0.12
C -2.29 2.28 -1.67 -0.18
N -1.78 2.63 -2.81 0.15
C 0.78 1.68 -4.43 -0.15
C 0.59 1.52 -5.80 0.05
C 0.98 0.35 -6.43 0.00
C 1.57 -0.68 -5.71 0.04
C 1.74 -0.53 -4.33 -0.10
C 1.34 0.65 -3.70 0.06
C 2.39 -1.53 -3.53 -0.20
N 3.26 -2.44 -3.88 0.19
N 3.68 -3.06 -2.81 0.19
C 3.05 -2.55 -1.78 -0.20
O 2.21 -1.57 -2.19 0.17
C 3.13 -2.86 -0.37 -0.12
C 4.35 -3.15 0.25 0.03
C 4.36 -3.34 1.62 -0.01
C 3.19 -3.27 2.36 0.03
C 1.98 -3.02 1.73 -0.16
C 0.70 -3.01 2.55 -0.05
N -0.33 -2.20 1.95 -0.13
C -0.34 -0.88 1.77 -0.11
N -1.47 -0.55 1.13 -0.13
C -2.11 -1.74 0.96 -0.18
N -1.43 -2.74 1.44 0.15
C 1.95 -2.81 0.36 0.05
H 1.32 3.46 -3.33 0.15
H -0.10 3.65 -4.40 0.14
H 0.77 2.41 -0.90 0.15
H -3.36 2.17 -1.51 0.13
H 0.14 2.31 -6.38 0.14
H 0.84 0.24 -7.49 0.13
H 1.89 -1.59 -6.19 0.14
H 1.50 0.75 -2.64 0.12
H 5.25 -3.20 -0.33 0.13
H 5.30 -3.53 2.12 0.13
H 3.23 -3.41 3.43 0.13
H 0.91 -2.64 3.56 0.15
H 0.29 -4.02 2.63 0.16
H 0.46 -0.22 2.05 0.15
H -3.06 -1.84 0.47 0.13
H 1.02 -2.64 -0.16 0.13
```

Orbital gap (spin up / spin down) (eV): 5.8 / 2.5
Expectation value of S²: 6.0453
Multiplicity: 5
Charge: +2
Energy above the lowest of the compared OMol25 structures with the same formula, charge and spin (kJ/mol): 130.4

Entry 5:
This record from the Open Molecules 2025 dataset describes a molecular structure, C26H20N8S3Zn. The level of theory is the ωB97M-V functional and the def2-TZVPD basis.

XYZ file:
```
58
Properties=species:S:1:pos:R:3:lowdin_charge:R:1
Zn -0.03 -1.46 1.71 0.46
N -2.18 1.28 4.19 0.07
C -1.16 0.66 3.52 -0.89
S -0.66 -0.90 4.06 0.61
N -0.65 1.35 2.52 0.01
N 0.26 0.62 1.84 -0.05
C 1.33 1.14 1.39 -0.17
C 1.65 2.59 1.49 -0.18
C 0.77 3.54 0.99 -0.03
C 1.06 4.89 1.10 -0.08
C 2.23 5.30 1.72 -0.09
C 3.11 4.36 2.23 -0.08
C 2.83 3.01 2.11 -0.04
C 2.34 0.18 0.87 -0.23
C 3.46 0.57 0.16 -0.01
C 4.39 -0.39 -0.21 -0.05
C 4.17 -1.71 0.13 -0.05
C 3.00 -2.03 0.81 -0.12
N 2.12 -1.11 1.17 0.06
H -2.39 0.94 5.11 0.07
H -2.31 2.26 4.02 0.09
H -0.15 3.21 0.53 0.11
H 0.37 5.62 0.70 0.10
H 2.45 6.36 1.82 0.10
H 4.02 4.68 2.73 0.10
H 3.51 2.27 2.52 0.12
H 3.60 1.61 -0.10 0.12
H 5.28 -0.11 -0.76 0.11
H 4.87 -2.49 -0.13 0.11
H 2.75 -3.05 1.08 0.11
N -2.03 -1.28 -2.56 0.12
C -1.19 -1.21 -3.69 -0.24
C -1.75 -1.14 -4.95 -0.02
C -0.93 -1.07 -6.08 -0.09
C 0.45 -1.07 -5.93 -0.09
C 1.00 -1.14 -4.65 -0.10
C 0.19 -1.22 -3.54 -0.45
S 0.91 -1.36 -1.93 1.01
N -0.39 -1.18 -0.87 -0.24
C -1.61 -1.20 -1.26 -0.34
C -2.68 -1.16 -0.22 -0.18
C -4.02 -1.02 -0.56 -0.01
C -4.99 -1.05 0.44 -0.05
C -4.58 -1.24 1.74 -0.03
C -3.23 -1.35 2.00 -0.12
N -2.29 -1.30 1.05 0.10
H -3.01 -1.34 -2.75 0.11
H -2.83 -1.13 -5.06 0.11
H -1.38 -1.02 -7.06 0.10
H 1.09 -1.02 -6.79 0.10
H 2.08 -1.15 -4.53 0.11
H -4.34 -0.86 -1.58 0.10
H -6.03 -0.93 0.19 0.11
H -5.29 -1.29 2.55 0.11
H -2.86 -1.50 3.01 0.05
S -0.29 -6.06 0.90 0.49
C -0.09 -4.51 1.27 -0.98
N 0.06 -3.38 1.53 -0.02
```

Orbital gap (eV): 7.2
Energy above the lowest of the compared OMol25 structures with the same formula, charge and spin (kJ/mol): 0.0

Entry 6:
This record from the Open Molecules 2025 dataset describes a molecular structure, C26H21AuCl2N4O5S7. The level of theory is the ωB97M-V functional and the def2-TZVPD basis.

XYZ file:
```
66
Properties=species:S:1:pos:R:3:lowdin_charge:R:1
Au -0.46 0.30 1.29 0.57
O 5.91 -1.96 0.13 -0.35
S 5.03 -1.23 1.03 0.60
O 5.68 -0.46 2.06 -0.34
N 3.93 -0.36 0.23 -0.09
C 2.69 -0.90 0.31 -0.57
O 1.69 -0.42 -0.23 -0.05
C 2.64 -2.13 1.17 -0.15
C 1.54 -2.91 1.46 0.00
C 1.72 -3.96 2.36 -0.08
C 2.96 -4.22 2.93 -0.09
C 4.07 -3.44 2.61 -0.05
C 3.88 -2.40 1.72 -0.22
H 0.58 -2.70 1.00 0.09
H 0.87 -4.57 2.64 0.10
H 3.07 -5.02 3.65 0.09
H 5.04 -3.64 3.04 0.11
C -0.35 3.54 4.28 -0.40
S -1.72 2.40 4.61 0.75
C -0.89 0.96 5.16 -1.01
C 0.11 0.30 4.55 -1.10
S 0.98 0.69 3.10 0.51
S 0.65 -1.13 5.43 0.90
C -0.42 -1.06 6.77 -1.54
S -0.43 -2.14 8.02 0.43
S -1.48 0.29 6.67 0.88
H -0.75 4.54 4.46 0.03
H -0.01 3.44 3.25 -0.04
H 0.46 3.33 4.97 0.04
Cl -3.26 2.18 1.83 0.73
C -4.77 2.57 1.10 -0.56
C -5.38 3.77 1.43 -0.12
C -6.60 4.11 0.87 -0.11
C -7.18 3.27 -0.05 -0.14
C -6.55 2.08 -0.41 -0.59
Cl -7.26 1.16 -1.70 0.70
C -5.34 1.67 0.19 -0.29
N -4.69 0.50 -0.14 0.08
C -5.28 -0.78 -0.17 -0.22
C -6.46 -1.08 0.50 -0.06
C -6.98 -2.36 0.48 -0.11
C -6.31 -3.38 -0.18 -0.11
C -5.12 -3.08 -0.84 -0.04
C -4.60 -1.79 -0.86 -0.16
C -3.32 -1.48 -1.57 -0.06
C -2.16 -1.38 -0.56 -0.63
O -1.46 -2.36 -0.37 0.02
O -2.13 -0.24 0.04 -0.24
H -4.89 4.42 2.15 0.10
H -7.08 5.04 1.14 0.09
H -8.11 3.53 -0.54 0.09
H -3.68 0.47 0.02 0.06
H -6.97 -0.30 1.06 0.11
H -7.91 -2.57 1.00 0.09
H -6.69 -4.39 -0.19 0.09
H -4.57 -3.87 -1.34 0.11
H -3.41 -0.52 -2.08 0.12
H -3.07 -2.26 -2.29 0.11
N 2.21 2.36 -1.27 0.07
C 1.84 2.72 -0.01 -1.01
N 2.76 2.47 0.94 0.09
S 0.36 3.44 0.31 0.50
H 2.84 1.57 -1.31 0.08
H 1.42 2.27 -1.88 0.07
H 3.38 1.67 0.80 0.06
H 2.41 2.56 1.89 0.03
```

Orbital gap (eV): 6.7
Charge: -2
Energy above the lowest of the compared OMol25 structures with the same formula, charge and spin (kJ/mol): 50.0